(1)
The following is a DFT calculation (ωB97M-V/def2-TZVPD) of C36H48AsN7O4P2Re as an isolated structure at a distorted geometry.

Atoms and positions in Å:
Re 0.09472 0.17607 0.38744
C -0.73397 3.40445 -2.99865
N -0.00723 2.14573 -3.08997
C -0.15703 1.48823 -4.37685
P 1.32623 2.01690 -2.11185
O 0.96499 1.85729 -0.66656
O 2.04905 0.67815 -2.65122
P 1.81865 -0.78241 -1.97105
O 0.41378 -0.85474 -1.47150
N 2.93767 -0.77987 -0.72860
C 4.26003 -0.16720 -0.88517
C 3.04214 -2.07372 -0.04907
N 2.05100 -1.88948 -3.15382
C 0.97175 -2.70882 -3.66805
C 3.34479 -2.09906 -3.77342
N 2.46840 3.19151 -2.28944
C 2.89705 3.58349 -3.61430
C 2.79577 4.12912 -1.24120
H -0.30834 4.18378 -3.63965
H -0.73429 3.75119 -1.96803
H -1.76252 3.24107 -3.32205
H -0.01172 2.19121 -5.20090
H -1.17327 1.09191 -4.44650
H 0.54404 0.66470 -4.47877
H 4.19194 0.74173 -1.47525
H 4.97414 -0.85247 -1.34815
H 4.64675 0.07881 0.10428
H 3.64832 -2.78641 -0.61412
H 2.04361 -2.48147 0.10454
H 3.52557 -1.92202 0.91507
H 0.05659 -2.48677 -3.12563
H 1.22151 -3.76650 -3.55362
H 0.81502 -2.51580 -4.73185
H 4.11177 -1.52443 -3.25989
H 3.31996 -1.78893 -4.82200
H 3.59688 -3.16319 -3.74802
H 2.69182 2.79243 -4.33239
H 3.97291 3.77750 -3.60008
H 2.40881 4.50900 -3.93860
H 2.45541 3.74711 -0.28291
H 2.34356 5.10738 -1.42466
H 3.87835 4.27300 -1.21335
N -1.65804 2.00004 2.63296
C -0.41170 1.62020 3.06982
C -0.02700 2.00233 4.36726
C 1.20760 1.62977 4.85439
C 2.03966 0.85179 4.04099
C 1.60226 0.52350 2.78080
N 0.40708 0.89813 2.27999
C -2.31466 1.80238 1.44902
C -3.57701 2.41196 1.30838
C -4.30969 2.24105 0.15975
C -3.76048 1.46528 -0.86359
C -2.52614 0.90020 -0.67151
N -1.79485 1.05351 0.45185
H -2.16628 2.58255 3.29322
H -0.69971 2.59012 4.97647
H 1.52885 1.92968 5.84322
H 3.00654 0.51575 4.37991
H 2.22043 -0.07689 2.12449
H -3.95483 3.04083 2.09896
H -5.27865 2.70132 0.04164
H -4.28645 1.31967 -1.79060
H -2.07513 0.29195 -1.43975
O -0.46949 -1.56502 1.24729
As -1.59668 -2.68839 1.87088
C -2.68440 -3.27164 0.35452
C -3.89084 -3.91727 0.60607
C -4.73129 -4.20693 -0.45724
C -4.35068 -3.88416 -1.75110
C -3.13381 -3.26250 -1.99288
C -2.29194 -2.95142 -0.93653
C -0.40345 -4.06825 2.59397
C -0.47736 -4.57092 3.88324
C 0.51063 -5.44943 4.31322
C 1.53119 -5.82249 3.45267
C 1.55518 -5.36547 2.14310
C 0.57983 -4.48731 1.70428
C -2.80758 -1.73287 3.08340
C -2.66231 -1.73446 4.46377
C -3.64803 -1.14938 5.24766
C -4.75260 -0.55561 4.65642
C -4.86534 -0.51702 3.27536
C -3.89593 -1.10551 2.48210
H -4.17827 -4.17931 1.61934
H -5.68287 -4.68278 -0.27109
H -5.00581 -4.12855 -2.57447
H -2.84466 -3.01857 -3.00372
H -1.34617 -2.44735 -1.10179
H -1.28901 -4.30226 4.54817
H 0.47634 -5.83925 5.31886
H 2.31321 -6.48230 3.80109
H 2.33268 -5.69713 1.47187
H 0.57068 -4.12646 0.68041
H -1.79977 -2.19317 4.93195
H -3.55980 -1.16592 6.32182
H -5.52651 -0.12412 5.27327
H -5.72045 -0.04844 2.81597
H -3.99563 -1.11335 1.40154

Computed properties:
LUMO (spin up / spin down)   -13.765 / -13.320 eV
2S+1   2
Orbital gap (spin up / spin down)   4.8411 / 5.2876 eV
Charge   +4

Here are the Löwdin charges for atoms 1 to 8, given in e: 1.743, -0.073, -0.293, -0.065, 0.548, -0.369, -0.244, 0.534



(2)
The following is a DFT calculation (ωB97M-V/def2-TZVPD) of C36H48CdF3N2O5PS2 as an isolated structure at a distorted geometry.

Atoms and positions in Å:
Cd 1.26031 -0.40534 -0.41824
O -3.78169 -1.34384 5.19966
C -2.60669 -1.07904 5.80756
O -2.55339 -0.91184 6.99436
C -1.42739 -1.00104 4.90496
C -0.34949 -0.19464 5.25946
C 0.73631 -0.06644 4.41696
C 0.76881 -0.74944 3.19806
C -0.28669 -1.60344 2.87436
C -1.36819 -1.72774 3.71596
N 1.78941 -0.55884 2.28626
C 3.00631 -0.78564 2.54936
C 4.06621 -0.53744 1.57536
C 5.40411 -0.63814 1.95706
C 6.38651 -0.37464 1.01786
C 6.00351 -0.03114 -0.26824
C 4.64481 0.03096 -0.56304
N 3.70741 -0.21524 0.33256
H -3.68459 -1.40874 4.23856
H -0.38279 0.32846 6.20366
H 1.56021 0.57676 4.68296
H -0.23099 -2.18794 1.97296
H -2.15039 -2.42704 3.44956
H 3.33591 -1.18984 3.51636
H 5.66641 -0.90714 2.96996
H 7.43121 -0.44364 1.28486
H 6.73841 0.18326 -1.02964
H 4.29111 0.27866 -1.55664
C 1.84021 1.46996 -4.79424
S 2.32211 -0.01734 -3.84844
C 1.51481 -1.26204 -4.89134
H 2.42631 1.54216 -5.70624
H 2.03541 2.31966 -4.15174
H 0.78071 1.41846 -5.02464
H 0.48311 -0.96514 -5.06574
H 1.54291 -2.19404 -4.33574
H 2.05061 -1.35834 -5.83364
C 3.21761 4.58406 -0.22594
C 1.78851 4.27356 -0.68404
C 0.78241 4.89986 0.28996
C 1.54331 4.82766 -2.09124
C 1.60521 2.82016 -0.69464
C 1.42791 1.62806 -0.70144
H 3.38081 5.65956 -0.20204
H 3.94411 4.13576 -0.90024
H 3.38801 4.18416 0.77166
H 0.96181 5.97086 0.37676
H 0.87051 4.44556 1.27446
H -0.23249 4.74816 -0.06894
H 1.60561 5.91446 -2.08534
H 0.55361 4.53896 -2.44084
H 2.28231 4.44036 -2.79004
C -1.72579 0.74016 -2.91394
C -2.32479 -0.48344 -2.21964
C -1.60039 -1.73804 -2.71934
C -3.81319 -0.61194 -2.54304
P -1.87549 -0.38534 -0.36414
C -2.86749 -1.81254 0.25076
C -2.16729 -3.01424 0.34626
C -2.77629 -4.16384 0.81376
C -4.10159 -4.13484 1.21216
C -4.81579 -2.95204 1.11196
C -4.21049 -1.80554 0.62416
C -2.70569 1.15716 0.42096
C -4.01219 1.69016 -0.16204
C -2.86979 0.84066 1.90956
C -1.65019 2.26006 0.30296
H -1.81029 0.63056 -3.99494
H -0.66979 0.85026 -2.65154
H -2.25419 1.64896 -2.63374
H -1.69559 -1.81754 -3.80164
H -2.02429 -2.64004 -2.28244
H -0.53609 -1.70674 -2.47544
H -3.92669 -0.90724 -3.58584
H -4.33789 0.32836 -2.40754
H -4.28839 -1.37404 -1.92934
H -1.12749 -3.05674 0.05006
H -2.20459 -5.07704 0.87336
H -4.57769 -5.02744 1.59046
H -5.85169 -2.91964 1.41816
H -4.80649 -0.91204 0.53596
H -4.79709 0.94356 -0.20904
H -3.85279 2.09496 -1.15714
H -4.37179 2.49946 0.47266
H -3.70129 0.16796 2.09296
H -3.04739 1.75546 2.47066
H -1.95909 0.38176 2.28596
H -1.38829 2.45776 -0.73334
H -0.73799 1.97156 0.82526
H -2.02689 3.18316 0.74176
F 3.34271 -3.85314 1.00416
C 3.23531 -3.76144 -0.32974
F 3.56531 -4.94564 -0.84104
F 4.16621 -2.87874 -0.72644
S 1.50761 -3.17104 -0.80664
O 1.74431 -2.20914 -1.86104
O 0.78291 -4.34534 -1.17434
O 1.07541 -2.53154 0.42016

Computed properties:
LUMO   -0.701 eV
Orbital gap   7.6672 eV
Charge   0

Here are the Löwdin charges for atoms 1 to 8, given in e: 1.313, 0.115, -0.484, 0.125, -0.140, 0.000, -0.001, -0.268